Formula: C4H7NOS2
Source: OMol25
Level of theory: wB97M-V/def2-TZVPD

* LUMO energy: 0.7 eV
* maximum force: 5.379 eV/Å
* orbital gap: 9.4094 eV
* HOMO: -8.73 eV
* DFT total energy: -1082.8508 Ha
* ΔE to the lowest compared entry with this formula, charge and spin: 378.0 kJ/mol
* net charge: 0

Geometry as XYZ:
```
15
Properties=species:S:1:pos:R:3:forces:R:3:mulliken_charge:R:1
C -0.226834 1.384039 -0.294318 -1.28 -3.75 1.99 -0.636
C -1.464108 0.962530 -0.639710 -0.69 0.36 0.98 -0.344
C -0.819941 -0.389794 1.418183 1.20 3.67 0.25 -0.435
C 2.063598 -0.668474 -0.799437 -2.31 4.62 1.50 -0.652
N 0.326816 0.717354 0.844384 -3.17 -1.69 0.56 -0.167
O -2.330474 -1.587279 -0.279085 -0.54 0.11 -0.18 -0.602
S 1.892761 0.134838 0.935078 0.50 -0.50 -1.14 -0.042
S -2.367481 -0.276353 0.416699 2.36 0.68 -0.31 0.397
H 0.484220 1.900116 -0.845156 0.74 1.60 -0.97 0.646
H -2.182613 1.389786 -1.305346 0.29 0.44 -0.76 0.410
H -0.571906 -1.396007 1.164772 0.79 -0.65 0.21 0.315
H -0.868020 -0.094579 2.504636 -0.21 -0.75 -1.22 0.354
H 1.455830 -1.501102 -0.895549 -0.95 -1.78 -0.09 0.274
H 3.091934 -0.822964 -0.915400 1.34 0.00 -0.76 0.364
H 1.516222 0.247888 -1.309757 1.94 -2.35 -0.05 0.118
```
Forces are in eV/Å.


Formula: C10H20N4O
Source: OMol25
Level of theory: wB97M-V/def2-TZVPD

* LUMO energy (spin up / spin down): -5.7 / -10.0 eV
* maximum force: 12.575 eV/Å
* orbital gap (spin up / spin down): 6.7985 / 6.4521 eV
* HOMO (spin up / spin down): -12.51 / -16.44 eV
* DFT total energy: -686.3799 Ha
* 2S+1: 3
* ΔE to the lowest compared entry with this formula, charge and spin: 235.6 kJ/mol
* net charge: +2

Geometry as XYZ:
```
35
Properties=species:S:1:pos:R:3:forces:R:3:lowdin_spin:R:1
C -1.766058 -1.184719 -0.172488 -8.79 -5.84 2.67 0.711
C -0.564970 -0.808321 -0.483165 11.29 5.30 -1.62 0.700
C -2.211226 1.093843 0.418649 0.62 -0.19 2.58 0.011
C 0.489824 -1.801364 -0.781770 -0.88 2.05 -1.64 0.112
C 1.930093 -1.851332 -0.380257 -5.10 1.90 2.59 0.017
C 2.229966 0.692109 0.207201 0.89 -0.04 -1.06 0.007
C -0.124237 0.903537 -0.756638 -0.35 -4.07 -0.26 0.038
C 3.136348 1.279396 1.284703 -0.57 1.57 2.01 0.002
C 0.439693 0.916144 -2.128853 0.48 3.50 -0.56 0.011
C -3.689903 -0.882652 1.179810 0.42 0.61 1.62 0.033
N -1.294514 1.653538 -0.506919 -0.68 -0.47 1.45 0.007
N 0.896287 1.140839 0.225535 -0.02 -0.38 0.26 0.101
N 2.416292 -0.856790 0.582152 -1.76 0.39 1.14 0.011
N -2.836112 -0.302427 0.077451 -0.41 -0.23 -0.84 0.102
O 0.937905 -2.712519 0.134800 1.19 -1.46 0.50 0.017
H -2.115766 -2.245378 -0.118764 0.52 0.88 -0.75 0.031
H -1.594743 0.950969 1.402084 -1.39 -0.50 -1.59 0.002
H -3.073177 1.669425 0.744152 0.18 0.66 -0.65 0.000
H 0.251005 -2.108451 -1.844433 0.56 -0.72 0.80 0.040
H 2.621299 -2.126330 -1.035014 2.96 -1.78 -2.52 0.001
H 2.684235 0.771793 -0.835324 -0.58 -0.29 1.27 0.001
H 2.781189 0.782161 2.289971 0.94 1.29 -1.58 0.000
H 3.026384 2.421165 1.388564 -0.07 -1.78 -0.18 0.000
H 4.239654 1.136844 1.159120 -1.07 -0.31 -0.15 0.000
H 1.166218 1.791426 -2.174985 -0.46 -1.15 -0.11 0.003
H -0.273951 1.210996 -2.902498 -0.18 -0.71 0.09 0.000
H 0.920934 -0.003946 -2.300727 0.65 -0.75 -0.78 0.002
H -4.050054 -1.925160 0.847658 0.85 1.61 0.91 0.001
H -2.933031 -0.770202 2.068520 -1.92 -1.10 -1.27 0.003
H -4.566461 -0.214731 1.395181 0.77 -0.64 -0.42 0.003
H -1.752005 2.023124 -1.283256 -0.41 0.86 -1.73 0.000
H 0.605966 1.750923 0.952708 0.04 0.41 0.82 0.002
H 2.052570 -0.999612 1.611146 0.83 0.00 -2.48 0.002
H 3.408944 -0.909544 0.544157 1.27 -0.39 0.70 0.000
H -3.388601 -0.484745 -0.808478 0.16 1.77 0.77 0.027
```
Forces are in eV/Å.


Formula: C5H7BrClN2
Source: OMol25
Level of theory: wB97M-V/def2-TZVPD

* LUMO energy: -6.6 eV
* maximum force: 3.727 eV/Å
* orbital gap: 6.6961 eV
* HOMO: -13.29 eV
* DFT total energy: -3338.0815 Ha
* ΔE to the lowest compared entry with this formula, charge and spin: 254.7 kJ/mol
* net charge: +1

Geometry as XYZ:
```
16
Properties=species:S:1:pos:R:3:forces:R:3:mulliken_charge:R:1
C -1.763756 -0.204509 0.861670 0.37 -0.26 -1.65 -0.233
C 0.093436 0.117795 -0.397068 -1.37 0.86 -0.17 1.712
C 0.478199 -0.474296 0.936126 -0.19 -1.70 0.33 -0.886
C 0.430160 1.558284 -0.382015 -0.30 0.33 -0.90 -0.181
C 0.673913 -0.602534 -1.663499 -1.87 -1.57 2.42 -1.276
N -1.376344 0.050547 -0.344477 -0.78 -0.60 -0.61 -0.814
N -0.754395 -0.271107 1.731272 3.26 -0.64 1.68 -0.230
Cl -0.744589 2.687297 -0.255810 0.05 0.30 0.24 0.081
Br 2.092285 2.105382 -0.763223 0.80 0.33 0.18 0.188
H -2.798224 -0.417221 1.034419 -0.38 0.26 0.62 0.464
H 0.668252 -1.607974 0.777133 -0.13 1.77 0.38 0.412
H 1.305692 0.023522 1.402409 0.64 -0.12 0.32 0.338
H 1.235043 -0.039789 -2.332323 0.96 1.10 -1.01 0.440
H -0.290636 -0.928205 -2.124525 1.21 -0.35 0.05 0.382
H 1.284131 -1.388201 -1.160379 -0.43 0.11 -1.31 0.318
H -0.533166 -0.608991 2.680288 -1.84 0.20 -0.58 0.286
```
Forces are in eV/Å.


Formula: C23H25N5O5S2
Source: OMol25
Level of theory: wB97M-V/def2-TZVPD

* LUMO energy: -0.8 eV
* maximum force: 1.085 eV/Å
* SMILES string: CCCN1C(=O)/C(=C/c2c(N3CCNC(=O)[C@@H]3CC(=O)OC)nc3c(C)cccn3c2=O)SC1=S
* orbital gap: 7.1760 eV
* HOMO: -7.95 eV
* DFT total energy: -2337.8997 Ha
* ΔE to the lowest compared entry with this formula, charge and spin: 0.0 kJ/mol
* net charge: 0

Geometry as XYZ:
```
60
Properties=species:S:1:pos:R:3:forces:R:3:mulliken_charge:R:1
C -4.790518 -0.675439 1.512782 -0.05 -0.13 -0.08 -0.712
C -5.204924 -1.805378 0.577619 0.18 0.02 0.09 -0.268
C -4.206804 -2.964448 0.582165 -0.62 -0.13 0.11 -1.288
N -2.868768 -2.543885 0.220299 -0.19 -0.06 0.03 0.075
C -1.897971 -2.370260 1.203864 0.05 -0.15 0.69 0.100
O -2.082212 -2.617423 2.371621 0.01 0.05 -0.10 -0.643
C -0.667168 -1.855223 0.608407 0.99 0.43 -0.10 0.708
C 0.419542 -1.488778 1.328454 -0.88 -0.59 -0.01 -0.922
C 1.641720 -0.928851 0.838315 0.31 0.25 -0.23 1.719
C 1.806256 -0.092322 -0.286841 0.27 -0.18 0.41 0.297
N 0.802575 0.627680 -0.854101 0.17 -0.06 -0.08 0.606
C 0.985502 1.253800 -2.144298 -0.11 -0.03 -0.56 -0.725
C -0.231294 0.938839 -3.011724 0.32 -0.06 0.00 -0.808
N -1.455359 1.207777 -2.290098 -0.19 0.21 -0.59 0.063
C -1.608394 1.141474 -0.955586 0.30 -0.19 0.11 -0.376
O -2.697606 1.172474 -0.420418 -0.27 0.03 0.26 -0.691
C -0.326262 1.140972 -0.121774 -0.35 0.21 0.52 -0.324
C -0.103809 2.586346 0.388483 -0.25 -0.12 0.09 -0.629
C -1.263258 2.904310 1.318644 0.38 0.02 -0.06 0.435
O -1.423057 2.393237 2.392518 -0.04 -0.08 0.13 -0.635
O -2.071373 3.810767 0.776291 0.08 0.28 -0.29 -0.296
C -3.281475 4.074317 1.478186 -0.21 -0.08 0.31 -0.624
N 3.005172 0.057993 -0.871127 0.02 0.16 -0.32 -0.477
C 4.084850 -0.425612 -0.310989 -0.08 0.05 0.22 0.044
C 5.343296 -0.280277 -0.972618 0.46 -0.13 0.07 0.891
C 5.342081 0.327076 -2.335389 -0.04 -0.01 0.07 -1.349
C 6.479584 -0.686041 -0.335397 -0.44 0.10 -0.14 -0.492
C 6.414119 -1.249834 0.956549 -0.27 -0.06 0.23 -0.693
C 5.206565 -1.401666 1.552482 0.71 -0.24 0.32 -0.489
N 4.061858 -1.011317 0.930707 0.03 0.19 -0.45 -0.002
C 2.810524 -1.315469 1.576896 -0.34 0.00 0.07 -0.450
O 2.840402 -1.894592 2.642898 0.02 -0.02 0.01 -0.679
S -0.829369 -1.774647 -1.132493 -0.31 -0.36 0.03 -0.188
C -2.513476 -2.285399 -1.054682 0.33 0.03 -0.24 0.513
S -3.457337 -2.427747 -2.377614 0.07 0.05 -0.24 -0.262
H -5.610615 0.028400 1.630642 -0.04 0.13 0.03 0.411
H -3.940271 -0.129447 1.110494 0.07 0.06 0.03 -0.112
H -4.522916 -1.064119 2.492707 0.01 0.01 0.15 0.327
H -6.169993 -2.212189 0.885618 -0.03 -0.05 -0.06 0.382
H -5.309898 -1.421205 -0.438323 -0.08 -0.08 0.02 0.254
H -4.525476 -3.737322 -0.123307 0.12 0.05 0.10 0.447
H -4.124477 -3.386709 1.587144 -0.02 0.01 -0.16 0.421
H 0.403349 -1.743207 2.382602 -0.11 0.05 0.05 0.507
H 1.890198 0.850353 -2.595930 -0.16 0.16 -0.02 0.532
H 1.101305 2.336631 -2.032257 0.06 -0.03 -0.02 0.263
H -0.215325 1.555445 -3.914504 0.06 -0.06 0.07 0.442
H -0.203462 -0.117051 -3.309686 0.06 0.14 -0.04 0.317
H -2.314695 1.149092 -2.821171 -0.01 -0.01 0.19 0.384
H -0.508739 0.535109 0.768888 -0.07 0.13 -0.32 0.132
H 0.830584 2.623518 0.950508 -0.06 0.01 0.02 0.384
H -0.089933 3.309842 -0.425161 0.09 -0.03 0.01 0.414
H -3.708173 4.967476 1.029476 0.03 -0.05 0.01 0.241
H -3.955709 3.224268 1.360891 0.02 0.05 0.01 0.228
H -3.077899 4.228813 2.539195 -0.06 0.02 -0.10 0.308
H 4.873698 1.308403 -2.300101 -0.03 0.09 -0.09 0.306
H 4.754109 -0.287926 -3.014009 -0.04 0.01 -0.12 0.302
H 6.353889 0.419333 -2.718864 0.07 0.00 -0.03 0.385
H 7.438941 -0.576817 -0.817981 0.08 0.04 -0.10 0.416
H 7.311484 -1.562749 1.462875 0.03 -0.05 0.11 0.416
H 5.056428 -1.840393 2.528199 -0.03 0.02 -0.06 0.465
```
Forces are in eV/Å.


Formula: C9H14
Source: OMol25
Level of theory: wB97M-V/def2-TZVPD

* LUMO energy: 1.0 eV
* maximum force: 4.482 eV/Å
* SMILES string: Cc1ccccc1.CC
* orbital gap: 9.9342 eV
* HOMO: -8.92 eV
* DFT total energy: -351.2351 Ha
* ΔE to the lowest compared entry with this formula, charge and spin: 249.6 kJ/mol
* net charge: 0

Geometry as XYZ:
```
23
Properties=species:S:1:pos:R:3:forces:R:3:mulliken_charge:R:1
C 1.071719 -1.364298 2.091103 2.35 -1.35 -1.31 -1.632
C 0.737010 -1.421203 0.650374 -0.93 -0.45 -0.45 0.795
C 0.996132 -0.385741 -0.283686 0.98 0.72 1.39 -0.193
C 0.453084 -0.438677 -1.550085 -1.91 1.11 -1.75 -0.504
C -0.660560 -1.318889 -1.797830 4.09 -0.59 1.72 -0.840
C -0.702780 -2.459804 -0.975716 0.68 3.73 -0.04 -0.435
C -0.069129 -2.467316 0.233853 0.11 -3.76 1.36 -0.251
H 1.239528 -2.170439 2.767415 -1.38 -1.85 -0.22 0.446
H 0.461529 -0.694700 2.508096 -2.25 2.73 2.06 0.324
H 2.063025 -1.092371 2.211377 2.19 1.96 -0.10 0.464
H 1.574576 0.562231 0.013762 -0.51 -1.86 -0.43 0.428
H 0.796659 0.319593 -2.355376 -0.88 -1.22 1.58 0.332
H -1.132419 -1.407090 -2.711292 -0.90 0.33 -1.89 0.422
H -1.197246 -3.238926 -1.373199 -1.98 -2.81 -0.71 0.511
H -0.171821 -3.532285 0.851899 0.39 3.20 -1.27 0.106
C -0.737261 2.459646 0.743387 0.79 0.39 -0.98 -0.526
C -0.666114 2.677341 -0.788994 1.55 1.92 0.82 -0.937
H -1.771143 2.689830 0.937719 -0.39 -0.44 0.92 0.320
H -0.358691 1.464546 1.134722 -0.73 1.24 -0.59 0.003
H -0.145239 3.293097 1.128781 0.03 -0.35 0.64 0.265
H 0.371489 2.742361 -1.144946 -0.05 -1.41 -0.17 0.265
H -0.814839 3.773088 -1.014733 -1.15 -1.01 0.35 0.359
H -1.337510 2.010008 -1.276632 -0.12 -0.25 -0.95 0.276
```
Forces are in eV/Å.


Formula: C3H15NO4
Source: OMol25
Level of theory: wB97M-V/def2-TZVPD

* LUMO energy: 0.6 eV
* maximum force: 5.967 eV/Å
* SMILES string: C/C=C/N.O.O.O.O
* orbital gap: 8.9014 eV
* HOMO: -8.28 eV
* DFT total energy: -478.8484 Ha
* ΔE to the lowest compared entry with this formula, charge and spin: 473.7 kJ/mol
* net charge: 0

Geometry as XYZ:
```
23
Properties=species:S:1:pos:R:3:forces:R:3:mulliken_charge:R:1
C 2.318215 1.058217 -0.614515 3.54 -4.47 -1.78 -1.178
C 0.986941 0.762631 -1.062965 -4.38 -0.50 -2.59 0.031
C -0.044744 1.620719 -0.813971 -0.30 0.71 0.38 -0.159
N -1.440486 1.497592 -1.107504 1.59 -0.62 0.10 -0.384
H 2.354496 1.785625 0.073442 0.18 3.33 1.95 0.371
H 3.064260 1.095173 -1.454322 -0.77 0.89 0.49 0.311
H 2.869989 0.235217 -0.045190 -1.27 0.31 -0.45 0.280
H 0.648426 -0.016717 -1.911862 1.40 1.25 2.34 0.170
H 0.090575 2.594356 -0.280112 0.39 -0.99 -0.17 0.284
H -1.821902 2.335614 -1.491440 -0.26 0.49 -0.09 0.266
H -1.659361 0.678109 -1.660408 0.03 0.43 0.48 0.057
O -1.699108 -1.099278 -2.211586 -0.47 -1.89 -1.23 -0.743
H -1.361235 -1.355996 -1.305875 -0.22 2.36 -0.71 0.510
H -1.923559 -0.366073 -2.806825 0.53 -0.62 1.32 0.309
O -0.441212 -1.315539 3.974491 0.50 0.24 0.23 -0.741
H -1.292348 -0.855210 3.828874 0.47 -1.25 -0.28 0.357
H -0.289043 -2.170724 3.523553 -1.14 0.70 0.22 0.359
O -0.456159 -1.992046 0.051694 -1.03 -0.71 0.07 -0.769
H -0.802410 -2.595100 -0.618194 1.07 0.37 0.74 0.289
H -0.047243 -1.253552 0.598154 0.00 -1.08 -0.44 0.508
O 0.493477 -0.234938 1.779262 1.61 0.13 -2.44 -0.765
H 0.229954 -0.593705 2.648757 -1.15 0.59 -0.31 0.363
H 0.222475 0.185625 0.906541 -0.30 0.33 2.15 0.274
```
Forces are in eV/Å.